Computed, not measured: a cluster of 8 separate species, C40H69NO23 in total at a distorted geometry, with wB97M-V/def2-TZVPD.

Properties
* E_LUMO: -0.055 Eh
* total charge: 0
* multiplicity: 1
* gap between HOMO and LUMO: 7.69 eV
* SMILES: CCCCCCCCCCCc1ccc2c(c1)C(=O)NC2=O.COC(=O)OC.COC(=O)OC.COC(=O)OC.COC(=O)OC.COC(=O)OC.COC(=O)OC.COC(=O)OC

Structure (XYZ):
```
133
Properties=species:S:1:pos:R:3:forces:R:3:lowdin_charge:R:1
C 3.4005 -1.6513 -0.6314 -0.37 0.47 0.18 -0.1574
C 4.2625 -0.2906 -0.9940 0.20 -0.54 0.90 -0.2678
C 3.3934 1.1010 -0.8001 0.84 -0.15 0.14 -0.2288
C 2.8019 1.2534 0.7385 -0.69 0.16 -0.54 -0.2018
C 1.8242 2.5989 0.9113 1.20 -0.01 0.30 -0.2262
C 0.7520 2.4609 2.1476 0.74 -0.24 -0.56 -0.2180
C -0.0599 3.8713 2.4904 0.12 -1.39 0.98 -0.2034
C -1.6675 3.5511 2.5332 -0.51 0.94 0.93 -0.2229
C -2.5198 4.0862 1.2393 -0.37 -0.43 0.28 -0.2093
C -1.6707 4.1986 -0.1579 -0.90 0.38 -0.71 -0.2075
C -2.5618 3.7593 -1.5018 1.00 -1.13 0.07 -0.1644
C -3.1010 2.1880 -1.3603 -0.78 -2.54 0.39 -0.0967
C -4.5651 1.7191 -2.0175 2.64 -3.16 2.41 0.0285
C -5.0733 0.1365 -1.8305 4.10 1.48 1.65 0.0176
C -4.0691 -0.8560 -0.9974 1.62 1.84 0.16 -0.0351
C -2.6131 -0.4256 -0.3786 -1.91 3.09 -2.22 -0.0166
C -2.1169 1.1279 -0.5633 -3.23 -2.06 -1.30 0.0650
C -1.9267 -1.7201 0.3672 3.46 0.41 0.16 -0.2183
O -0.6547 -1.9937 0.6872 -8.87 1.82 -2.02 0.0003
N -3.1776 -2.5908 0.6065 -0.12 0.22 -0.52 0.0476
C -4.1790 -2.4292 -0.5496 -3.13 -1.20 -3.13 -0.2088
O -4.9832 -3.3502 -1.1104 5.44 6.23 4.22 -0.0260
H 2.3994 -1.5908 -1.2513 1.96 -0.41 1.20 0.0796
H 3.9863 -2.6471 -0.8699 -1.17 2.15 0.31 0.0764
H 3.0975 -1.6966 0.5118 0.68 0.18 -2.39 0.0720
H 5.1894 -0.2262 -0.2509 -1.87 -0.15 -1.62 0.1082
H 4.6836 -0.4333 -2.0815 -0.89 0.61 2.06 0.1037
H 2.5623 1.1476 -1.6313 1.44 -0.01 1.76 0.1085
H 4.1657 1.9868 -0.9734 -1.75 -1.71 0.23 0.1132
H 3.7264 1.3064 1.4670 -1.98 -0.22 -1.31 0.1174
H 2.1024 0.3313 0.9804 1.63 1.72 -0.40 0.1036
H 2.5155 3.5291 1.1671 -1.41 -1.83 -0.70 0.1183
H 1.3465 2.7856 -0.1406 0.58 -0.23 2.04 0.0896
H 0.0153 1.5700 1.8886 1.34 1.90 0.62 0.0938
H 1.3745 2.1144 3.0953 -1.34 0.72 -1.95 0.1199
H 0.2557 4.7486 1.7836 -0.78 -1.76 1.22 0.1112
H 0.2573 4.1569 3.5936 -0.61 -0.40 -2.35 0.1086
H -1.8983 2.4046 2.7733 0.77 2.47 -0.77 0.1149
H -2.0963 4.1411 3.4784 0.79 -1.31 -2.03 0.1094
H -3.4641 3.3651 1.1429 2.05 1.57 -0.07 0.1149
H -2.9408 5.1487 1.4922 0.81 -1.99 -0.54 0.1092
H -1.4063 5.3485 -0.2991 -0.27 -2.57 0.16 0.1256
H -0.6973 3.5509 -0.2066 -1.86 1.39 0.42 0.0745
H -1.7635 3.7280 -2.3886 -1.92 0.21 1.71 0.1208
H -3.4126 4.5212 -1.7563 1.51 -1.66 0.53 0.1140
H -5.1998 2.5215 -2.5862 1.32 -1.84 1.28 0.0795
H -6.0938 -0.2709 -2.2466 2.32 0.98 0.96 0.1022
H -1.0572 1.4027 -0.1097 -2.59 -0.40 -1.16 0.0941
H -3.6792 -2.1034 1.4068 0.83 -0.96 -0.97 0.1469
C -4.0420 1.6107 -8.6202 0.08 0.43 -0.19 -0.0453
O -4.2587 0.2676 -8.1922 0.03 -0.27 1.05 -0.0040
C -4.1923 0.0922 -6.8482 0.03 0.00 0.20 -0.5548
O -3.9705 0.9630 -6.0215 -0.29 -1.04 -1.09 0.0914
O -4.4153 -1.2199 -6.5835 0.17 1.18 -0.48 -0.0041
C -4.3752 -1.5539 -5.1975 0.03 -0.21 0.57 -0.0473
H -4.1179 1.6343 -9.7107 -0.04 -0.29 0.25 0.0976
H -4.8073 2.2757 -8.2073 0.22 -0.09 0.04 0.0896
H -3.0399 1.9490 -8.3374 -0.23 0.00 0.08 0.0905
H -5.1538 -1.0154 -4.6479 0.26 0.03 -0.08 0.0813
H -3.3864 -1.3422 -4.7779 -0.24 0.13 -0.02 0.1014
H -4.5664 -2.6264 -5.1027 0.01 0.22 -0.31 0.0977
C -5.1348 -6.0249 -2.0349 0.06 0.54 0.05 -0.0631
O -5.5317 -7.3283 -1.6131 0.53 -0.91 0.85 -0.0099
C -4.7873 -7.8379 -0.5993 0.19 0.35 -0.01 -0.5565
O -3.8475 -7.2837 -0.0510 -1.28 -0.82 -0.68 0.1041
O -5.2698 -9.0706 -0.3014 0.23 0.90 -0.35 -0.0107
C -4.5777 -9.7319 0.7559 0.22 -0.24 0.38 -0.0482
H -5.7973 -5.7167 -2.8484 -0.03 -0.33 0.17 0.0958
H -5.2379 -5.3060 -1.2158 0.21 -0.53 -0.33 0.0587
H -4.1077 -6.0378 -2.4135 -0.10 0.03 0.21 0.1014
H -4.6585 -9.1612 1.6865 0.15 -0.07 -0.20 0.0839
H -3.5282 -9.8930 0.4888 -0.15 0.18 0.13 0.1017
H -5.0471 -10.7075 0.9089 -0.09 0.28 -0.24 0.0963
C -7.0271 8.5422 -3.6970 -0.07 0.41 0.37 -0.0515
O -6.8864 7.5432 -4.7051 0.71 -0.90 0.07 -0.0086
C -5.9892 6.5702 -4.4057 0.17 0.02 0.28 -0.5574
O -5.3270 6.4956 -3.3825 -0.91 0.06 -1.39 0.0995
O -5.9565 5.6946 -5.4418 -0.16 0.81 0.76 -0.0047
C -5.0486 4.6091 -5.2643 0.35 -0.39 -0.03 -0.0401
H -7.7685 9.2682 -4.0417 0.13 -0.32 -0.18 0.0949
H -7.3871 8.0997 -2.7626 0.23 0.05 -0.13 0.0985
H -6.0793 9.0668 -3.5385 -0.14 -0.22 0.09 0.0989
H -5.3295 4.0094 -4.3926 0.14 0.19 -0.10 0.0784
H -4.0217 4.9765 -5.1686 -0.19 -0.06 0.16 0.1010
H -5.1048 3.9730 -6.1520 -0.18 0.28 0.12 0.0848
C 3.1507 5.4011 -4.7547 0.53 0.07 0.08 -0.0514
O 1.7418 5.2814 -4.9414 -0.53 -0.87 -0.32 -0.0123
C 1.3365 4.0564 -5.3619 0.34 -0.40 -0.09 -0.5610
O 2.0602 3.0975 -5.5803 -1.08 1.42 0.32 0.1098
O -0.0135 4.0834 -5.4971 1.04 0.21 0.18 -0.0168
C -0.5838 2.8524 -5.9369 -0.29 -0.46 -0.16 -0.0508
H 3.3616 6.4200 -4.4184 -0.35 -0.16 -0.09 0.0940
H 3.4986 4.7054 -3.9844 -0.04 0.00 -0.26 0.0971
H 3.6807 5.2332 -5.6978 -0.09 -0.14 0.21 0.0991
H -0.3852 2.0548 -5.2138 0.09 0.10 -0.22 0.1022
H -0.2031 2.5826 -6.9273 0.08 -0.04 0.25 0.0993
H -1.6663 2.9886 -6.0101 0.23 0.21 0.13 0.0803
C 6.5935 1.0374 5.0371 -0.47 -0.37 0.21 -0.0439
O 7.6819 1.8547 4.6110 0.12 0.44 -1.03 -0.0372
C 7.6255 2.2239 3.3063 -0.35 -0.09 -0.42 -0.5546
O 6.7497 1.9190 2.5120 1.28 0.46 1.19 0.1037
O 8.7124 2.9910 3.0388 -0.79 -0.64 0.44 -0.0091
C 8.7858 3.4551 1.6921 0.06 0.19 -0.52 -0.0509
H 6.7413 0.8024 6.0947 0.23 0.19 -0.22 0.0937
H 5.6445 1.5731 4.9328 0.17 -0.15 -0.14 0.0993
H 6.5731 0.0980 4.4752 -0.09 0.25 0.00 0.1047
H 7.9245 4.0874 1.4541 0.07 -0.26 0.00 0.0985
H 8.8531 2.6123 0.9965 -0.19 0.15 0.13 0.0994
H 9.6929 4.0573 1.5913 -0.14 -0.18 0.32 0.0945
C 9.9905 0.7179 6.8177 0.10 0.55 -0.27 -0.0405
O 9.5936 -0.5855 7.2394 0.46 -0.65 0.86 -0.0124
C 10.3380 -1.0950 8.2532 0.36 0.25 0.18 -0.5600
O 11.2778 -0.5409 8.8015 -1.37 -0.82 -0.79 0.1078
O 9.8555 -2.3278 8.5511 0.23 0.95 -0.36 -0.0119
C 10.5477 -2.9891 9.6084 0.23 -0.27 0.38 -0.0536
H 9.3280 1.0261 6.0042 0.08 -0.31 0.23 0.0714
H 9.8874 1.4368 7.6368 0.19 -0.17 -0.09 0.1040
H 11.0176 0.7050 6.4391 -0.13 0.03 0.24 0.1028
H 10.4668 -2.4184 10.5391 0.16 -0.02 -0.22 0.0983
H 11.5971 -3.1502 9.3414 -0.16 0.18 0.12 0.0985
H 10.0782 -3.9647 9.7614 -0.10 0.27 -0.26 0.0937
C -2.6095 -7.8210 3.6689 0.12 0.61 -0.25 -0.0436
O -3.0064 -9.1243 4.0907 0.47 -0.69 0.86 -0.0197
C -2.2620 -9.6339 5.1045 0.37 0.32 0.15 -0.5597
O -1.3222 -9.0797 5.6528 -1.38 -0.84 -0.78 0.1086
O -2.7445 -10.8667 5.4024 0.22 0.91 -0.35 -0.0129
C -2.0523 -11.5279 6.4597 0.23 -0.26 0.37 -0.0543
H -3.2720 -7.5127 2.8554 0.04 -0.31 0.14 0.0807
H -2.7126 -7.1020 4.4880 0.18 -0.18 -0.09 0.0997
H -1.5824 -7.8338 3.2903 -0.16 0.04 0.21 0.1043
H -2.1332 -10.9572 7.3903 0.16 -0.02 -0.22 0.0982
H -1.0029 -11.6890 6.1926 -0.16 0.19 0.12 0.0984
H -2.5218 -12.5036 6.6127 -0.10 0.27 -0.26 0.0932
```
Positions in Å, forces in eV/Å.